Run 1
The following is a DFT calculation (ωB97M-V with the def2-TZVPD basis set) of a structure of composition H22NeO11.

Last column: natural (NBO) charge in e.
CARTESIAN COORDINATES (ANGSTROEM)
Ne: 4.660 -12.070 16.910  -0.0009
O: 6.038 -13.573 20.231  -0.9468
H: 5.848 -14.140 20.978  0.4791
H: 6.735 -14.026 19.757  0.4783
O: 1.020 -12.627 19.264  -0.9776
H: 0.451 -12.162 19.878  0.4731
H: 1.906 -12.365 19.512  0.5033
O: 6.276 -15.495 17.136  -0.9391
H: 5.627 -16.087 17.517  0.4694
H: 7.083 -15.682 17.615  0.4739
O: 1.011 -12.007 16.475  -0.9826
H: 1.147 -12.286 17.381  0.4924
H: 1.332 -11.106 16.451  0.4747
O: 3.022 -9.160 15.910  -0.9852
H: 3.342 -9.759 15.235  0.4849
H: 3.644 -9.257 16.631  0.4721
O: 5.620 -12.957 13.876  -0.9765
H: 5.003 -13.400 14.459  0.4903
H: 5.309 -12.053 13.841  0.4710
O: 3.717 -11.958 19.931  -0.9887
H: 4.135 -11.127 19.705  0.4958
H: 4.410 -12.611 19.831  0.4962
O: 3.692 -10.730 13.654  -0.9595
H: 2.987 -11.378 13.634  0.4940
H: 3.457 -10.099 12.974  0.4865
O: 4.062 -14.656 15.633  -0.9518
H: 3.127 -14.577 15.823  0.4808
H: 4.469 -14.804 16.486  0.4786
O: 4.757 -9.392 18.322  -0.9634
H: 4.442 -8.497 18.200  0.4748
H: 5.644 -9.386 17.962  0.5003
O: 7.105 -10.309 16.409  -0.9594
H: 6.923 -10.010 15.518  0.4774
H: 7.156 -11.262 16.336  0.4848

Results
LUMO energy (eV): -0.2

=====

Run 2
The following is a DFT calculation (ωB97M-V with the def2-TZVPD basis set) of a structure of composition H22NeO11.

Last column: natural (NBO) charge in e.
CARTESIAN COORDINATES (ANGSTROEM)
Ne: 0.173 -7.945 -18.276  -0.0008
O: 0.724 -10.979 -16.446  -0.9730
H: 1.633 -10.847 -16.179  0.4764
H: 0.224 -10.363 -15.910  0.4889
O: -0.776 -9.026 -15.163  -0.9492
H: -1.647 -9.383 -15.337  0.4931
H: -0.614 -9.229 -14.242  0.4912
O: 1.163 -5.901 -22.369  -0.9612
H: 1.034 -5.006 -22.054  0.4519
H: 1.423 -6.394 -21.591  0.4988
O: 3.417 -9.044 -18.875  -0.9713
H: 4.176 -9.198 -19.438  0.4705
H: 2.732 -9.606 -19.236  0.5011
O: 1.970 -6.565 -19.739  -0.9981
H: 2.525 -7.294 -19.461  0.4962
H: 1.565 -6.251 -18.931  0.4917
O: -2.434 -7.289 -20.177  -0.9726
H: -2.035 -6.439 -19.993  0.4969
H: -2.786 -7.202 -21.063  0.4779
O: -1.579 -4.772 -19.711  -0.9432
H: -2.107 -4.508 -18.958  0.4804
H: -0.896 -4.105 -19.772  0.4823
O: -1.288 -6.304 -15.839  -0.9734
H: -2.227 -6.316 -15.651  0.4765
H: -0.998 -7.200 -15.667  0.4961
O: 1.182 -10.828 -19.255  -0.9827
H: 1.162 -11.650 -19.745  0.4794
H: 0.920 -11.072 -18.367  0.5068
O: -1.485 -9.825 -20.282  -0.9893
H: -1.768 -8.938 -20.060  0.4884
H: -0.571 -9.863 -20.000  0.4743
O: 0.833 -5.102 -17.296  -0.9560
H: 0.096 -5.586 -16.925  0.4969
H: 0.430 -4.477 -17.899  0.4552

Results
LUMO energy (eV): -0.2

=====

Quick one: least stable of them? run 1

=====

Run 1
The following is a DFT calculation (ωB97M-V with the def2-TZVPD basis set) of a structure of composition C24H30FFeN4O9.

Last column: natural (NBO) charge in e.
CARTESIAN COORDINATES (ANGSTROEM)
Fe: -2.424 -0.980 1.751  1.9197
O: -4.250 -2.293 1.223  -0.7518
C: -4.839 -3.270 2.072  -0.0669
C: -4.889 -2.841 3.527  -0.2276
N: -3.584 -2.621 4.081  -0.4756
C: -2.669 -3.722 4.075  -0.3287
C: -1.768 -3.802 2.828  0.7865
O: -1.223 -4.859 2.547  -0.6665
O: -1.610 -2.693 2.191  -0.8315
C: -3.461 -1.578 5.054  -0.3193
C: -3.602 -0.167 4.455  0.7840
O: -3.910 0.756 5.190  -0.6568
O: -3.371 -0.073 3.189  -0.8203
H: -4.833 -1.526 1.086  0.5146
H: -4.235 -4.172 1.957  0.1905
H: -5.850 -3.507 1.727  0.1734
H: -5.460 -3.609 4.082  0.1662
H: -5.454 -1.908 3.599  0.2114
H: -3.171 -4.690 4.190  0.1970
H: -1.987 -3.631 4.924  0.2175
H: -2.456 -1.619 5.480  0.2142
H: -4.167 -1.656 5.892  0.1899
F: 3.226 -1.613 -1.089  -0.3358
C: 2.278 -0.677 -1.334  0.3281
C: 0.991 -0.893 -0.937  -0.1761
C: 0.022 0.060 -1.243  -0.1351
C: -1.346 -0.179 -0.776  0.5425
O: -1.620 -1.250 -0.233  -0.6424
C: -2.273 0.893 -0.985  -0.2958
C: -1.880 1.976 -1.690  0.1287
N: -0.610 2.194 -2.142  -0.3832
C: -0.306 3.382 -2.896  -0.0636
C: -0.905 4.683 -2.467  -0.4101
C: 0.563 4.441 -2.277  -0.4301
C: 0.366 1.237 -1.919  0.2623
C: 1.697 1.432 -2.311  -0.2648
C: 2.655 0.482 -2.014  0.0741
N: 4.007 0.726 -2.419  -0.4558
C: 5.063 0.353 -1.501  -0.2463
C: 6.324 1.105 -1.873  -0.2230
N: 6.684 0.733 -3.291  -0.4949
C: 5.562 1.051 -4.247  -0.2251
C: 4.314 0.329 -3.779  -0.2392
C: -3.696 0.827 -0.450  0.8060
O: -4.550 1.498 -1.017  -0.6748
O: -3.838 0.077 0.568  -0.8118
H: 0.694 -1.782 -0.391  0.2873
H: -2.610 2.743 -1.911  0.2465
H: -0.201 3.213 -3.962  0.2092
H: -1.519 4.685 -1.578  0.2410
H: -1.231 5.358 -3.245  0.2283
H: 0.898 4.263 -1.264  0.2324
H: 1.267 4.957 -2.916  0.2141
H: 2.002 2.344 -2.803  0.2281
H: 5.273 -0.727 -1.499  0.1991
H: 4.781 0.624 -0.485  0.2597
H: 7.168 0.839 -1.239  0.2334
H: 6.169 2.182 -1.864  0.2299
H: 6.860 -0.274 -3.321  0.4283
H: 7.544 1.194 -3.579  0.4354
H: 5.877 0.747 -5.243  0.2324
H: 5.425 2.130 -4.207  0.2291
H: 4.461 -0.762 -3.869  0.1861
H: 3.490 0.597 -4.437  0.2538
C: 0.051 -0.154 3.032  -0.2314
O: -0.834 -0.021 1.973  -0.8599
H: 0.432 -1.183 3.112  0.1610
H: -0.416 0.102 3.996  0.1585
H: 0.907 0.523 2.898  0.1439

Results
LUMO energy (alpha / beta) (eV): -1.9 / -1.9
Spin multiplicity: 6

=====

Run 2
The following is a DFT calculation (ωB97M-V with the def2-TZVPD basis set) of a structure of composition C24H30FFeN4O9.

Last column: natural (NBO) charge in e.
CARTESIAN COORDINATES (ANGSTROEM)
Fe: -0.129 -0.716 -3.110  1.9423
O: -1.872 0.508 -3.754  -0.7556
C: -1.677 1.363 -4.884  -0.0827
C: -1.462 0.560 -6.161  -0.2293
N: -0.311 -0.287 -6.044  -0.4767
C: -0.474 -1.649 -6.466  -0.3361
C: -1.461 -2.405 -5.507  0.7910
O: -2.135 -3.306 -5.990  -0.6776
O: -1.486 -1.945 -4.323  -0.8560
C: 0.989 0.296 -6.169  -0.3359
C: 2.037 -0.449 -5.295  0.8002
O: 3.205 -0.413 -5.647  -0.6630
O: 1.547 -1.020 -4.260  -0.8308
H: -2.407 -0.254 -4.019  0.5089
H: -0.808 1.972 -4.643  0.2257
H: -2.549 2.017 -5.018  0.1633
H: -1.391 1.249 -7.018  0.1807
H: -2.336 -0.081 -6.317  0.2000
H: 0.489 -2.158 -6.422  0.2272
H: -0.898 -1.756 -7.473  0.1877
H: 0.984 1.316 -5.777  0.2261
H: 1.364 0.300 -7.202  0.1837
F: -0.976 -2.766 2.781  -0.3301
C: -0.545 -1.515 2.485  0.3018
C: -0.614 -1.111 1.179  -0.1751
C: -0.226 0.178 0.820  -0.0820
C: -0.377 0.626 -0.550  0.5072
O: -1.028 -0.048 -1.365  -0.6613
C: 0.252 1.868 -0.869  -0.2819
C: 0.731 2.651 0.122  0.1261
N: 0.678 2.311 1.451  -0.3682
C: 0.968 3.310 2.444  -0.0668
C: -0.144 3.768 3.346  -0.4305
C: 0.368 4.671 2.266  -0.4064
C: 0.286 1.038 1.808  0.1925
C: 0.401 0.580 3.120  -0.2929
C: -0.039 -0.690 3.488  0.1690
N: 0.100 -1.058 4.862  -0.4899
C: -0.108 -2.453 5.243  -0.2342
C: 0.363 -2.605 6.708  -0.2414
N: 1.228 -1.425 6.998  -0.5002
C: 0.382 -0.201 7.105  -0.2296
C: -0.519 -0.177 5.848  -0.2414
C: 0.442 2.311 -2.317  0.7973
O: 0.546 3.515 -2.528  -0.6799
O: 0.524 1.369 -3.161  -0.7983
H: -0.963 -1.781 0.401  0.2901
H: 1.190 3.602 -0.112  0.2499
H: 1.968 3.253 2.863  0.2112
H: 0.091 4.004 4.375  0.2137
H: -1.115 3.314 3.201  0.2290
H: 0.967 5.526 2.543  0.2302
H: -0.261 4.829 1.402  0.2432
H: 0.850 1.217 3.869  0.2136
H: 0.491 -3.080 4.587  0.2409
H: -1.149 -2.776 5.158  0.2211
H: 0.923 -3.526 6.848  0.2433
H: -0.474 -2.596 7.404  0.2228
H: 1.787 -1.288 6.145  0.4579
H: 1.821 -1.557 7.814  0.4413
H: 1.038 0.667 7.144  0.2304
H: -0.202 -0.246 8.022  0.2287
H: -0.592 0.830 5.450  0.2513
H: -1.534 -0.510 6.100  0.1981
C: 0.662 -3.474 -2.620  -0.2457
O: 0.316 -2.237 -2.082  -0.8512
H: 1.547 -3.393 -3.263  0.1802
H: -0.159 -3.884 -3.221  0.1792
H: 0.885 -4.183 -1.810  0.1440

Results
LUMO energy (alpha / beta) (eV): -2.0 / -2.0
Spin multiplicity: 6

=====

Quick one: least stable of them? run 2